This record from the OMol25 dataset describes a single C6H11N3OS molecule in a non-equilibrium geometry. The level of theory is the ωB97M-V functional and the def2-TZVPD basis.

HOMO (eV): -9.66
Kohn-Sham gap (eV): 10.30
Relative energy (zero: lowest compared OMol25 entry of this formula, charge and spin) (kcal per mole): 63.7
Lowest unoccupied orbital energy (eV): 0.6443
Max |F| (Eh/bohr): 0.1229
Total energy (eV): -23750.7272

The geometry in XYZ format:
```
22
C6H11N3OS, DFT the ωB97M-V functional and the def2-TZVPD basis
H -2.17469 -0.20984 0.32081
H 0.56639 -3.18758 -1.79312
S -0.14274 -2.38800 0.31066
C -1.28009 0.33092 0.34112
H -0.64248 -2.13472 -2.14681
H -0.98276 0.56677 -0.64263
H 2.74030 -1.53030 0.63440
H 3.73591 2.21329 -0.40992
H -2.74501 1.80626 0.83478
C 3.11449 1.30597 -0.22167
N 2.61190 -0.56307 0.47089
O 1.16967 -2.88956 0.68389
C 0.20067 -2.28610 -1.44833
H -1.11304 2.57080 0.99255
H 0.96733 -1.55142 -1.69755
C -1.65262 1.62855 1.08085
N 1.73065 1.36293 -0.04752
H -1.68265 1.41240 2.13507
C -0.10231 -0.52521 0.77041
C 1.50348 0.07556 0.29296
N 3.61505 0.19814 0.02932
H 0.16612 -0.53844 1.86958
```